Entry one
Below is a gas-phase ion, C10H15N2 (charge +1), with properties calculated with ωB97M-V/def2-TZVPD.

Computed properties:
* net charge: +1
* LUMO energy: -4.4 eV
* orbital gap: 7.631 eV
* SMILES string: C=c1[nH]ccc(=[NH+]\C)/c1=C/CC
* HOMO: -12.1 eV

Cartesian coordinates (Å):
C: -0.386 2.970 -0.314
C: -0.869 1.764 0.146
N: -2.032 1.743 0.982
C: -2.810 0.685 1.268
C: -2.408 -0.512 0.735
C: -1.337 -0.639 -0.200
N: -1.098 -1.814 -0.852
C: -1.829 -3.110 -0.774
C: -0.307 0.457 -0.186
C: 0.972 0.093 -0.264
C: 2.193 0.948 -0.133
C: 3.309 0.109 0.433
H: -0.967 3.937 -0.178
H: 0.275 3.073 -1.177
H: -2.196 2.671 1.495
H: -3.710 0.900 2.021
H: -3.201 -1.379 0.780
H: -0.309 -1.863 -1.516
H: -2.024 -3.493 -1.708
H: -1.228 -3.884 -0.252
H: -2.714 -3.050 -0.127
H: 1.254 -0.932 -0.520
H: 2.454 1.241 -1.071
H: 2.021 1.931 0.470
H: 2.898 -0.935 0.557
H: 3.770 0.471 1.434
H: 4.166 -0.085 -0.276

Atomic partial charges in e from the Löwdin method, atoms 1 to 8: C 0.110; C -0.238; N 0.054; C -0.055; C -0.033; C -0.133; N 0.041; C -0.014

=====

Entry two
Below is 2 unconnected molecules or ions with the total composition C10H15N2, with properties calculated with ωB97M-V/def2-TZVPD.

Computed properties:
* net charge: +1
* LUMO energy: -3.4 eV
* orbital gap: 8.415 eV
* HOMO: -11.8 eV

Cartesian coordinates (Å):
C: 0.478 1.316 2.564
C: 0.398 0.238 -0.955
C: 0.906 0.193 0.382
C: 0.278 1.283 1.102
C: -0.476 2.034 0.291
C: 0.746 -0.815 -1.816
C: 1.605 -1.787 -1.379
C: 2.174 -1.683 -0.074
C: 1.819 -0.764 0.830
N: -0.349 1.513 -1.052
H: 0.453 -0.882 -2.902
H: 1.795 -2.393 -2.206
H: -1.119 1.449 -1.681
H: 3.034 -2.326 0.175
H: -1.149 2.919 0.437
H: 2.284 -0.795 1.798
H: 1.181 2.223 2.640
H: 0.753 0.345 3.086
H: -0.274 1.845 3.230
C: -3.460 -0.467 -0.141
N: -2.067 -0.902 -0.184
H: -1.822 -1.303 -1.059
H: -1.559 -0.002 0.021
H: -1.818 -1.625 0.578
H: -3.710 0.316 -0.752
H: -3.796 -0.043 0.815
H: -4.146 -1.301 -0.361

Atomic partial charges in e from the Löwdin method, atoms 1 to 8: C -0.054; C -0.202; C -0.155; C -0.291; C -0.054; C -0.067; C -0.058; C -0.073

=====

We find entry two to be the most stable, with the next structure 12.4 kcal/mol higher.

=====

Entry one
Below is 8 unconnected molecules or ions with the total composition C36H84N4O8, with properties calculated with ωB97M-V/def2-TZVPD.

Computed properties:
* LUMO energy: -0.1 eV
* orbital gap: 7.759 eV
* SMILES string: CC1(C)CCCC(C)(C)N1O.CC1(C)CCCC(C)(C)N1O.CC1(C)CCCC(C)(C)N1O.CC1(C)CCCC(C)(C)N1O.O.O.O.O
* HOMO: -7.9 eV

Cartesian coordinates (Å):
C: 23.540 12.037 -10.112
C: 22.547 12.047 -8.941
C: 21.761 10.751 -9.001
C: 23.409 12.000 -7.626
C: 23.958 13.404 -7.201
C: 22.733 14.349 -7.116
C: 22.003 14.504 -8.466
C: 20.788 15.411 -8.153
C: 22.916 15.269 -9.488
N: 21.639 13.202 -8.956
O: 20.858 13.219 -10.104
H: 23.959 11.034 -10.183
H: 22.987 12.195 -11.038
H: 24.389 12.698 -9.937
H: 21.289 10.618 -8.028
H: 20.975 10.715 -9.755
H: 22.424 9.896 -9.136
H: 22.798 11.655 -6.792
H: 24.243 11.301 -7.566
H: 24.505 13.371 -6.259
H: 24.630 13.782 -7.972
H: 23.126 15.318 -6.806
H: 22.056 13.995 -6.338
H: 20.172 15.022 -7.342
H: 20.129 15.365 -9.019
H: 21.042 16.452 -7.953
H: 22.466 15.452 -10.464
H: 23.903 14.834 -9.648
H: 23.193 16.261 -9.131
H: 19.999 12.987 -9.744
C: 30.823 10.213 -10.279
C: 29.762 11.322 -9.902
C: 30.463 12.564 -9.272
C: 29.008 11.790 -11.170
C: 27.962 10.807 -11.672
C: 26.955 10.428 -10.528
C: 27.771 9.799 -9.319
C: 26.626 9.681 -8.262
C: 28.390 8.445 -9.642
N: 28.804 10.790 -8.913
O: 29.363 10.450 -7.683
H: 30.379 9.521 -10.994
H: 31.635 10.718 -10.802
H: 31.214 9.736 -9.380
H: 31.095 12.973 -10.060
H: 29.845 13.396 -8.933
H: 31.053 12.208 -8.428
H: 28.445 12.720 -11.097
H: 29.675 11.939 -12.019
H: 27.483 11.392 -12.456
H: 28.437 9.908 -12.066
H: 26.028 9.859 -10.602
H: 26.510 11.370 -10.206
H: 26.915 9.266 -7.296
H: 25.853 8.948 -8.496
H: 26.172 10.646 -8.039
H: 27.643 7.688 -9.400
H: 29.310 8.256 -9.090
H: 28.738 8.359 -10.671
H: 28.883 11.033 -7.090
C: 28.473 9.897 -4.173
C: 27.588 11.204 -3.861
C: 26.156 10.820 -4.052
C: 27.689 11.570 -2.345
C: 28.869 12.510 -1.938
C: 28.955 13.681 -2.848
C: 29.050 13.231 -4.384
C: 28.964 14.536 -5.293
C: 30.478 12.680 -4.589
N: 27.906 12.378 -4.739
O: 27.794 12.138 -6.068
H: 29.556 9.988 -4.087
H: 28.301 9.072 -3.482
H: 28.208 9.605 -5.189
H: 25.786 10.174 -3.255
H: 25.487 11.672 -3.931
H: 25.991 10.347 -5.020
H: 26.729 11.703 -1.845
H: 28.077 10.690 -1.832
H: 28.814 12.873 -0.912
H: 29.813 11.969 -1.998
H: 29.832 14.250 -2.539
H: 28.101 14.303 -2.580
H: 29.214 14.337 -6.336
H: 29.643 15.323 -4.966
H: 27.958 14.947 -5.207
H: 30.825 11.999 -3.812
H: 31.312 13.381 -4.579
H: 30.530 12.203 -5.568
H: 26.939 12.547 -6.221
C: 25.175 2.332 -6.282
C: 25.318 2.987 -7.701
C: 24.020 2.604 -8.480
C: 25.171 4.465 -7.466
C: 26.433 5.151 -6.853
C: 27.517 4.932 -7.846
C: 27.780 3.422 -8.176
C: 28.851 3.318 -9.363
C: 28.476 2.796 -7.004
N: 26.565 2.667 -8.449
O: 26.784 1.301 -8.645
H: 25.348 1.260 -6.377
H: 25.839 2.754 -5.528
H: 24.186 2.508 -5.859
H: 24.014 1.529 -8.661
H: 23.135 2.824 -7.884
H: 24.028 3.210 -9.387
H: 24.988 4.964 -8.417
H: 24.284 4.627 -6.853
H: 26.353 6.226 -6.693
H: 26.631 4.640 -5.911
H: 28.389 5.247 -7.273
H: 27.325 5.575 -8.705
H: 29.799 3.801 -9.129
H: 28.524 3.670 -10.341
H: 29.030 2.249 -9.478
H: 28.066 2.827 -5.994
H: 29.444 3.285 -6.902
H: 28.773 1.763 -7.187
H: 26.847 1.058 -7.719
O: 25.502 6.772 -3.522
H: 24.984 6.594 -2.737
H: 26.409 6.644 -3.245
O: 23.402 4.891 -4.618
H: 23.909 5.579 -4.187
H: 22.807 5.362 -5.201
O: 21.564 6.842 -5.314
H: 21.988 7.517 -5.845
H: 21.756 7.092 -4.410
O: 24.347 8.297 -5.979
H: 24.902 7.686 -5.493
H: 24.731 9.157 -5.809

Atomic partial charges in e from the Löwdin method, atoms 1 to 8: C -0.027; C -0.486; C -0.034; C -0.114; C -0.161; C -0.135; C -0.499; C -0.034

=====

Entry two
Below is a molecular structure, C36H84N4O8, with properties calculated with ωB97M-V/def2-TZVPD.

Computed properties:
* LUMO energy: 0.2 eV
* orbital gap: 6.516 eV
* HOMO: -6.3 eV

Cartesian coordinates (Å):
C: -0.990 1.908 3.519
C: -1.699 1.203 2.355
C: -2.197 -0.187 2.790
C: -3.577 -0.273 3.424
C: -4.599 0.561 2.638
C: -4.152 2.013 2.425
N: -2.838 1.945 1.795
O: -2.457 3.153 1.166
C: -5.232 2.560 1.444
C: -4.133 2.854 3.688
C: -0.648 1.014 1.265
H: -1.613 1.863 4.420
H: -0.603 2.911 3.369
H: -0.207 1.223 3.866
H: -2.114 -0.902 1.972
H: -1.563 -0.536 3.615
H: -3.576 0.080 4.461
H: -3.887 -1.319 3.471
H: -5.599 0.433 3.062
H: -4.698 0.048 1.676
H: -6.110 2.803 2.034
H: -4.825 3.439 0.936
H: -5.393 1.878 0.611
H: -5.112 3.089 4.115
H: -3.623 2.319 4.490
H: -3.654 3.824 3.537
H: -0.118 1.914 0.964
H: -1.111 0.588 0.362
H: 0.050 0.188 1.439
H: -2.113 3.686 1.904
C: -4.403 -1.624 -2.988
C: -4.327 -2.388 -1.670
C: -2.862 -2.313 -1.138
C: -2.515 -0.923 -0.569
C: -3.436 -0.720 0.633
C: -4.907 -0.764 0.233
N: -5.181 -1.938 -0.559
O: -6.551 -2.052 -0.920
C: -5.716 -0.747 1.537
C: -5.227 0.557 -0.501
C: -4.625 -3.875 -1.884
H: -4.057 -0.588 -2.975
H: -5.463 -1.592 -3.253
H: -3.762 -2.072 -3.748
H: -2.865 -3.031 -0.311
H: -2.136 -2.572 -1.907
H: -2.732 -0.139 -1.292
H: -1.473 -0.902 -0.246
H: -3.253 0.193 1.203
H: -3.152 -1.540 1.309
H: -5.560 -1.594 2.214
H: -5.392 0.099 2.141
H: -6.780 -0.748 1.290
H: -5.347 1.426 0.159
H: -4.572 0.814 -1.324
H: -6.286 0.507 -0.791
H: -3.723 -4.419 -2.154
H: -5.337 -3.956 -2.717
H: -5.213 -4.325 -1.088
H: -6.882 -2.634 -0.226
C: 2.662 2.565 0.018
C: 3.931 2.910 -0.773
C: 4.912 3.654 0.143
C: 6.278 3.862 -0.581
C: 6.851 2.507 -1.019
C: 5.905 1.640 -1.841
N: 4.540 1.647 -1.242
O: 4.392 0.601 -0.280
C: 5.827 2.144 -3.294
C: 6.535 0.240 -1.908
C: 3.517 3.772 -1.932
H: 2.113 1.764 -0.492
H: 2.035 3.443 0.137
H: 2.850 2.066 0.973
H: 4.515 4.645 0.361
H: 5.111 3.041 1.023
H: 6.974 4.265 0.159
H: 6.280 4.586 -1.396
H: 7.097 1.935 -0.114
H: 7.771 2.663 -1.585
H: 5.196 1.525 -3.927
H: 5.704 3.210 -3.455
H: 6.847 1.977 -3.668
H: 7.602 0.342 -2.119
H: 6.545 -0.174 -0.898
H: 6.106 -0.465 -2.616
H: 3.037 4.681 -1.551
H: 2.739 3.297 -2.538
H: 4.247 4.154 -2.637
H: 5.072 0.754 0.399
C: 0.594 -2.188 2.126
C: 2.069 -2.233 1.733
C: 2.637 -3.567 2.309
C: 2.484 -4.743 1.363
C: 2.889 -4.409 -0.069
C: 2.141 -3.225 -0.633
N: 2.293 -2.107 0.298
O: 1.826 -0.892 -0.235
C: 2.765 -2.761 -1.965
C: 0.626 -3.534 -0.914
C: 2.747 -1.076 2.464
H: -0.007 -3.034 1.771
H: 0.128 -1.292 1.702
H: 0.396 -2.226 3.200
H: 3.711 -3.428 2.477
H: 2.133 -3.712 3.261
H: 1.454 -5.101 1.402
H: 3.183 -5.489 1.749
H: 2.624 -5.291 -0.659
H: 3.969 -4.263 -0.136
H: 2.088 -2.082 -2.477
H: 3.749 -2.295 -1.884
H: 2.829 -3.651 -2.597
H: 0.025 -2.726 -0.507
H: 0.365 -3.786 -1.939
H: 0.420 -4.406 -0.289
H: 3.764 -0.921 2.092
H: 2.820 -1.249 3.539
H: 2.198 -0.136 2.364
H: 2.484 -0.258 0.089
O: -0.056 0.724 -2.145
H: 0.044 0.675 -1.188
H: 0.830 0.519 -2.496
O: -2.292 2.295 -3.197
H: -2.783 2.083 -2.397
H: -1.421 1.881 -3.063
O: 1.312 1.466 -5.276
H: 1.249 0.684 -4.721
H: 2.160 1.371 -5.719
O: 2.637 0.322 -3.022
H: 3.032 0.941 -2.378
H: 2.816 -0.553 -2.646

Atomic partial charges in e from the Löwdin method, atoms 1 to 8: C -0.019; C -0.459; C -0.154; C -0.080; C -0.198; C -0.419; N -0.119; O 0.013

=====

We find entry one to be the most stable, with the next structure 342.8 kcal/mol higher.